1.
{
  "formula": "C6H13N4",
  "method": "ωB97M-V with the def2-TZVPD basis set",
  "de_lowest_kj_mol": 363.7,
  "homo_ev": -12.8,
  "orbital_gap_ev": 9.457,
  "charge": 1,
  "fmax_ev_per_a": 5.72,
  "symbols": ["C", "C", "C", "C", "C", "C", "N", "N", "N", "N", "H", "H", "H", "H", "H", "H", "H", "H", "H", "H", "H", "H", "H"],
  "positions_angstrom": [[1.89228, 0.55848, -0.52326], [0.84623, -1.65210, -0.23390], [0.50025, 2.50947, -0.31352], [-1.03568, -1.24813, 1.58273], [-1.09699, -0.03051, -0.04951], [-1.77274, 0.36152, -1.29489], [2.07508, -0.80209, -0.03434], [0.82248, 1.42235, 0.15140], [-0.22975, -0.96574, 0.40217], [-1.85625, -0.17610, 0.99625], [2.74623, 1.11862, -0.28986], [1.53574, 0.61619, -1.55029], [0.60201, -1.78522, -1.39247], [0.87418, -2.68050, 0.22680], [1.12678, 2.93897, -1.04073], [-0.32978, 3.17535, 0.06372], [-1.45782, -2.28052, 1.45273], [-0.56869, -0.91697, 2.52838], [-0.98074, 0.56955, -2.06953], [-2.34487, 1.28445, -1.03561], [-2.45936, -0.44366, -1.65107], [2.88572, -1.10197, -0.52838], [-2.66025, 0.43541, 1.37633]],
  "mulliken_charge": [-0.794, -0.489, -0.390, -0.335, 0.573, -1.178, -0.367, -0.301, 0.123, -0.249, 0.468, 0.452, 0.316, 0.355, 0.342, 0.274, 0.322, 0.326, 0.282, 0.394, 0.333, 0.276, 0.265]
}

---

2.
{
  "formula": "C5H14N2",
  "method": "ωB97M-V with the def2-TZVPD basis set",
  "de_lowest_kj_mol": 43.3,
  "homo_ev": -9.0,
  "orbital_gap_ev": 10.041,
  "fmax_ev_per_a": 1.05,
  "symbols": ["N", "C", "C", "C", "C", "C", "N", "H", "H", "H", "H", "H", "H", "H", "H", "H", "H", "H", "H", "H", "H"],
  "positions_angstrom": [[1.27356, -0.89047, -1.23493], [0.62348, -0.31316, -0.03470], [0.07569, 1.09135, -0.35194], [-1.10547, 1.05500, -1.30687], [-0.13892, 1.87183, 0.94895], [-0.44660, -1.28741, 0.44886], [0.08217, -2.44491, 1.13470], [2.26702, -0.69571, -1.24779], [1.18627, -1.90946, -1.22134], [1.35073, -0.23934, 0.78565], [0.89825, 1.57209, -0.88770], [-1.46323, 2.06584, -1.49318], [-1.94745, 0.49260, -0.92565], [-0.78822, 0.68918, -2.27231], [0.82286, 2.25059, 1.27247], [-0.58221, 1.26687, 1.73678], [-0.76654, 2.74807, 0.78133], [-1.05418, -1.56880, -0.41543], [-1.14488, -0.71418, 1.06500], [1.09191, -2.45983, 1.13790], [-0.23424, -2.58014, 2.08020]],
  "mulliken_charge": [-0.667, 0.262, 0.494, -1.615, -1.369, -0.984, -0.550, 0.235, 0.270, 0.272, 0.232, 0.439, 0.324, 0.367, 0.350, 0.284, 0.394, 0.380, 0.403, 0.246, 0.234]
}

---

3.
{
  "formula": "C13H17AsF3N4O6SSe2Te2V",
  "method": "ωB97M-V with the def2-TZVPD basis set",
  "homo_ev": [-0.8, -0.8],
  "orbital_gap_ev": [4.969, 4.947],
  "charge": -2,
  "fmax_ev_per_a": 6.42,
  "symbols": ["V", "Se", "Te", "Te", "Se", "O", "As", "O", "O", "C", "C", "C", "C", "C", "C", "S", "O", "O", "O", "H", "H", "H", "H", "H", "F", "C", "F", "F", "C", "N", "C", "N", "C", "N", "C", "N", "C", "C", "H", "H", "H", "H", "H", "H", "H", "H", "H", "H", "H", "H"],
  "positions_angstrom": [[-0.23352, -1.44812, 0.26105], [0.06811, -0.95806, 2.39803], [-0.28216, -0.38695, 4.82111], [-3.43416, 0.06412, 3.28498], [-1.91333, -0.62472, 1.40248], [0.98856, 0.06612, -1.40406], [-0.20266, -0.91088, -2.27411], [-0.68743, -0.11575, -3.56543], [-1.34597, -1.07237, -1.08784], [0.24582, -2.75896, -2.57204], [-0.43711, -3.38073, -3.61006], [-0.34961, -4.75253, -3.75543], [0.37020, -5.51028, -2.83511], [1.04458, -4.89221, -1.79553], [0.98010, -3.51529, -1.67689], [2.13369, -2.63980, -0.64148], [2.77423, -1.76562, -1.61953], [2.98319, -3.60732, -0.01877], [1.46375, -1.81535, 0.37046], [1.86648, -0.32067, -1.60342], [-1.00119, -2.75067, -4.29194], [-0.83797, -5.23167, -4.59327], [0.41514, -6.58545, -2.93712], [1.62883, -5.44086, -1.07037], [-1.54359, -3.76186, -0.26661], [-0.87947, -3.23323, 0.81957], [-1.70115, -3.55244, 1.87062], [0.20221, -4.05714, 1.01603], [-0.69546, 2.70855, 2.55927], [-0.33311, 1.96905, 1.33796], [1.07045, 2.22488, 1.05129], [1.33740, 3.64562, 0.84932], [0.93084, 4.34856, 2.06774], [-0.47032, 4.14011, 2.38380], [-1.27656, 4.59417, 1.26350], [-0.93367, 3.90036, 0.01972], [-1.14801, 2.47564, 0.23730], [0.48420, 4.10148, -0.24428], [-0.09033, 2.32983, 3.39175], [-1.75070, 2.51996, 2.78923], [1.37482, 1.70691, 0.13351], [1.67012, 1.85301, 1.89668], [1.11597, 5.41914, 1.92236], [1.53691, 3.98298, 2.90028], [-1.11675, 5.66860, 1.11187], [-2.32950, 4.40648, 1.48717], [-0.90470, 1.94302, -0.70238], [-2.20685, 2.29681, 0.48586], [0.66829, 5.16903, -0.41145], [0.75137, 3.55451, -1.15583]],
  "mulliken_charge": [2.125, -0.689, -0.402, -0.427, -0.720, -0.475, 0.667, -0.908, -0.510, 0.388, -0.850, -0.529, -0.603, -0.256, 0.101, 1.249, -0.876, -0.754, -0.420, 0.502, 0.477, 0.379, 0.382, 0.474, -0.309, 0.680, -0.268, -0.280, -0.366, 0.758, -0.553, 0.008, -0.734, 0.009, -0.750, -0.005, -0.689, -0.751, 0.191, 0.051, 0.041, 0.200, 0.343, 0.369, 0.332, 0.377, 0.165, 0.170, 0.326, 0.360]
}

---

4.
{
  "formula": "C29H81N9O8",
  "method": "ωB97M-V with the def2-TZVPD basis set",
  "de_lowest_kj_mol": 708.3,
  "homo_ev": -8.7,
  "orbital_gap_ev": 9.086,
  "fmax_ev_per_a": 9.73,
  "symbols": ["C", "O", "N", "N", "H", "H", "H", "H", "C", "C", "C", "O", "C", "N", "H", "H", "H", "H", "H", "H", "H", "H", "H", "H", "H", "C", "C", "C", "O", "C", "N", "H", "H", "H", "H", "H", "H", "H", "H", "H", "H", "H", "C", "C", "C", "O", "C", "N", "H", "H", "H", "H", "H", "H", "H", "H", "H", "H", "H", "C", "C", "C", "O", "C", "N", "H", "H", "H", "H", "H", "H", "H", "H", "H", "H", "H", "C", "C", "C", "O", "C", "N", "H", "H", "H", "H", "H", "H", "H", "H", "H", "H", "H", "C", "C", "C", "O", "C", "N", "H", "H", "H", "H", "H", "H", "H", "H", "H", "H", "H", "C", "C", "C", "O", "C", "N", "H", "H", "H", "H", "H", "H", "H", "H", "H", "H", "H"],
  "positions_angstrom": [[0.24602, 0.04238, -0.12386], [-0.84900, -0.38111, -0.26460], [1.02097, -0.50439, 0.68820], [0.83704, 0.97723, -0.69196], [0.66577, -1.15442, 1.37478], [2.01692, -0.34176, 0.64659], [1.84639, 0.94339, -0.70485], [0.28471, 1.44584, -1.39583], [-3.15245, 7.02760, -2.97956], [-2.99374, 8.00189, -4.12335], [-4.35314, 8.57092, -4.63917], [-5.26833, 7.48986, -4.86922], [-6.55659, 7.88509, -5.26216], [-2.09383, 9.05183, -3.51561], [-3.50241, 6.01631, -3.18672], [-3.77375, 7.52530, -2.23498], [-2.19071, 6.82396, -2.50872], [-2.46429, 7.37062, -4.83699], [-4.24020, 9.19119, -5.52834], [-4.68130, 9.25013, -3.85236], [-7.02691, 8.52931, -4.51926], [-7.14195, 7.02700, -5.59250], [-6.49866, 8.46672, -6.18219], [-2.58471, 9.25493, -2.65661], [-2.16142, 9.88249, -4.08616], [-0.63750, -9.08073, 1.50907], [-0.45720, -9.04909, -0.05891], [-1.71337, -9.09767, -0.86325], [-1.59089, -9.63768, -2.19823], [-2.18413, -8.75884, -3.13668], [0.47725, -8.01054, -0.52186], [0.30761, -9.37554, 1.96511], [-1.37347, -9.80406, 1.86014], [-1.24921, -8.33434, 2.01583], [-0.12382, -10.06021, -0.29256], [-2.23480, -8.14072, -0.84181], [-2.42983, -9.76880, -0.38957], [-1.64064, -7.81503, -3.18075], [-3.21209, -8.56182, -2.83242], [-2.40454, -9.26241, -4.07793], [0.55131, -8.13586, -1.52132], [-0.04548, -7.15278, -0.41647], [2.38911, -3.15117, -8.76304], [2.69204, -2.95034, -7.28179], [4.01873, -2.46557, -6.87322], [5.03236, -3.37095, -7.29337], [6.41529, -3.09344, -7.07920], [1.64167, -2.11735, -6.69846], [1.32809, -3.39543, -8.81470], [2.96821, -3.90261, -9.29976], [2.53829, -2.18302, -9.24108], [2.60909, -3.94039, -6.83343], [4.06063, -2.30754, -5.79555], [4.40044, -1.54158, -7.30755], [6.65453, -2.79988, -6.05710], [6.81162, -2.29831, -7.71070], [6.98923, -4.00387, -7.25186], [1.64394, -2.08435, -5.68900], [0.69374, -2.41140, -6.88572], [8.21871, 2.16069, -2.49239], [7.91994, 1.24611, -1.26632], [9.16308, 1.28267, -0.36032], [8.84877, 0.46686, 0.78647], [10.01561, 0.36645, 1.55115], [6.76877, 1.70580, -0.57909], [8.63833, 3.13164, -2.22920], [7.49082, 2.37203, -3.27573], [8.94980, 1.55838, -3.03168], [7.54879, 0.27131, -1.58274], [9.46124, 2.22414, 0.10102], [9.96271, 0.83027, -0.94686], [10.83900, -0.24705, 1.18543], [9.93931, -0.19976, 2.47942], [10.27399, 1.30654, 2.03857], [6.84920, 1.41654, 0.38525], [6.82413, 2.71218, -0.51396], [-8.73364, 1.12787, -0.02998], [-8.63220, -0.29903, 0.61160], [-8.96652, -1.35996, -0.38947], [-8.57122, -2.61422, 0.11963], [-8.55033, -3.72463, -0.74329], [-7.22519, -0.37611, 0.92696], [-8.09679, 1.86432, 0.46008], [-9.77935, 1.43319, -0.06728], [-8.22676, 1.22913, -0.98962], [-9.29985, -0.30377, 1.47319], [-8.53385, -1.13382, -1.36402], [-10.03610, -1.15036, -0.40345], [-9.55270, -3.82958, -1.15843], [-8.20240, -4.54389, -0.11411], [-7.90632, -3.49476, -1.59212], [-6.95472, -1.34873, 0.89611], [-6.54955, 0.00608, 0.28078], [-3.23959, -3.51413, 6.78156], [-2.36438, -2.41288, 7.43067], [-2.31523, -2.48217, 8.98264], [-1.35610, -1.63679, 9.64483], [-1.20615, -0.32338, 9.12741], [-1.12611, -2.71657, 6.82075], [-3.26112, -3.36842, 5.70157], [-4.28082, -3.46817, 7.10069], [-3.00012, -4.55487, 6.99974], [-2.48811, -1.49181, 6.86110], [-2.02707, -3.51306, 9.18838], [-3.33985, -2.45325, 9.35335], [-0.34429, 0.01956, 9.69986], [-2.08808, 0.24488, 9.42301], [-0.91628, -0.38435, 8.07843], [-0.58524, -1.88240, 6.99878], [-0.63785, -3.43123, 7.34127], [2.05885, 5.86659, 6.38479], [2.49654, 5.92818, 4.92349], [2.92290, 4.60674, 4.29811], [4.08652, 4.07001, 4.81533], [5.38520, 4.74262, 4.73057], [1.33236, 6.35069, 4.14489], [1.74259, 6.88328, 6.61806], [2.85988, 5.54309, 7.04947], [1.23921, 5.14812, 6.39399], [3.15790, 6.77003, 4.71867], [3.06214, 4.84808, 3.24432], [2.15804, 3.85166, 4.47955], [5.24110, 5.74075, 5.14417], [5.73164, 4.88432, 3.70685], [6.21426, 4.20070, 5.18565], [1.52732, 6.17547, 3.16950], [1.15484, 7.34368, 4.19532]],
  "mulliken_charge": [0.644, -0.658, -0.370, -0.366, 0.203, 0.131, 0.180, 0.235, -1.379, 0.303, -0.595, -0.280, -0.759, -0.714, 0.321, 0.319, 0.399, 0.307, 0.368, 0.295, 0.308, 0.257, 0.303, 0.289, 0.257, -1.424, 0.535, -0.925, -0.335, -0.707, -0.689, 0.314, 0.401, 0.387, 0.210, 0.482, 0.282, 0.293, 0.296, 0.280, 0.299, 0.300, -1.383, 0.815, -0.675, -0.302, -0.757, -0.752, 0.360, 0.310, 0.338, 0.131, 0.272, 0.336, 0.290, 0.305, 0.251, 0.230, 0.233, -1.395, 0.315, -0.659, -0.342, -0.869, -0.656, 0.335, 0.405, 0.359, 0.244, 0.373, 0.369, 0.320, 0.323, 0.339, 0.275, 0.265, -1.560, 0.490, -0.600, -0.314, -0.707, -0.760, 0.429, 0.380, 0.389, 0.282, 0.333, 0.296, 0.289, 0.228, 0.305, 0.278, 0.242, -1.424, 0.189, -0.704, -0.339, -0.570, -0.596, 0.371, 0.389, 0.329, 0.403, 0.344, 0.347, 0.228, 0.273, 0.232, 0.258, 0.271, -1.305, 0.494, -0.685, -0.321, -0.710, -0.773, 0.361, 0.285, 0.322, 0.387, 0.388, 0.280, 0.301, 0.274, 0.254, 0.206, 0.240]
}

---

5.
{
  "formula": "C2H3IN2O",
  "method": "ωB97M-V with the def2-TZVPD basis set",
  "de_lowest_kj_mol": 219.7,
  "homo_ev": -9.7,
  "orbital_gap_ev": 9.403,
  "fmax_ev_per_a": 2.99,
  "symbols": ["C", "C", "N", "N", "O", "I", "H", "H", "H"],
  "positions_angstrom": [[0.12797, -1.20247, -0.09849], [0.40969, 0.19831, 0.43129], [-1.36209, 0.98906, -0.55050], [-0.23161, 1.30045, -0.23564], [-0.36091, -2.04708, 0.59854], [2.58326, 0.20712, 0.73899], [0.48479, -1.46426, -1.13373], [0.11274, 0.31373, 1.39891], [-1.76384, 1.70516, -1.14938]],
  "mulliken_charge": [0.033, -0.207, -0.450, -0.036, -0.422, 0.043, 0.367, 0.421, 0.252]
}

---

6.
{
  "formula": "C24H20F5N3O4",
  "method": "ωB97M-V with the def2-TZVPD basis set",
  "homo_ev": -6.9,
  "orbital_gap_ev": 6.908,
  "fmax_ev_per_a": 3.65,
  "symbols": ["C", "C", "O", "C", "N", "C", "C", "O", "O", "H", "H", "H", "H", "H", "H", "H", "H", "C", "N", "C", "C", "N", "C", "C", "F", "C", "F", "C", "F", "C", "F", "C", "F", "C", "C", "C", "C", "C", "C", "C", "C", "C", "C", "O", "H", "H", "H", "H", "H", "H", "H", "H", "H", "H", "H", "H"],
  "positions_angstrom": [[-4.58810, -0.63239, -3.24120], [-3.45063, 0.35255, -3.30236], [-2.29805, -0.20568, -2.59484], [-1.08823, 0.14069, -3.10070], [-0.09298, -0.16338, -2.17794], [1.26577, 0.03622, -2.55912], [1.91721, -1.20643, -3.09304], [1.86315, 1.08670, -2.42347], [-0.89023, 0.64306, -4.19025], [-5.53349, -0.09905, -3.36523], [-4.49762, -1.33955, -4.07299], [-4.61414, -1.18676, -2.29686], [-3.13884, 0.55486, -4.32913], [-3.69082, 1.29535, -2.80488], [1.18440, -2.01773, -3.10370], [2.27697, -1.02220, -4.11377], [2.76469, -1.46628, -2.43977], [-0.85624, 4.80686, 0.76943], [-0.00073, 3.95780, 1.58527], [0.72030, 4.41776, 2.67829], [1.36398, 3.35649, 3.21039], [1.02309, 2.24028, 2.45726], [1.42283, 0.89875, 2.77783], [2.77326, 0.58713, 2.81391], [3.67486, 1.54521, 2.48758], [3.20045, -0.70279, 3.11393], [4.51711, -1.00407, 3.13829], [2.24866, -1.68822, 3.37617], [2.64309, -2.95769, 3.60872], [0.88606, -1.37999, 3.38206], [-0.02990, -2.34715, 3.61000], [0.48652, -0.07784, 3.10445], [-0.82882, 0.24807, 3.13382], [0.22039, 2.62455, 1.44565], [-0.46278, 1.73231, 0.48360], [0.27649, 0.59361, 0.03409], [-0.40221, -0.38940, -0.78747], [-0.09378, -1.84469, -0.41922], [-1.13782, -2.75827, -0.49898], [-0.89948, -4.11064, -0.27733], [0.39338, -4.54787, 0.03191], [1.42349, -3.61540, 0.18276], [1.18352, -2.25242, -0.05110], [-1.64244, 1.99198, 0.12181], [-1.39665, 4.19107, 0.04555], [-1.57510, 5.32425, 1.41635], [-0.25601, 5.56490, 0.24932], [0.68100, 5.44013, 2.99680], [1.99238, 3.28294, 4.07332], [1.36640, 0.62379, 0.07069], [-1.48114, -0.23987, -0.68067], [-2.13068, -2.38139, -0.75520], [-1.72031, -4.82386, -0.36675], [0.60030, -5.61257, 0.15712], [2.43022, -3.93551, 0.45535], [1.99724, -1.52820, 0.03428]],
  "mulliken_charge": [-1.117, -0.375, -0.237, 0.638, 0.462, 0.428, -1.187, -0.540, -0.687, 0.358, 0.303, 0.276, 0.357, 0.294, 0.277, 0.397, 0.293, -0.910, 0.192, -0.828, -0.360, 0.441, -0.952, 0.424, -0.338, 0.439, -0.315, 0.557, -0.363, 0.468, -0.365, 0.736, -0.395, 0.461, -0.647, -0.663, 0.686, -0.563, -0.082, -0.686, -0.708, -1.032, 0.052, -0.905, 0.308, 0.357, 0.336, 0.479, 0.490, 0.463, 0.991, 0.410, 0.393, 0.382, 0.460, 0.647]
}

---

7.
{
  "formula": "C3H4N8S",
  "method": "ωB97M-V with the def2-TZVPD basis set",
  "de_lowest_kj_mol": 172.7,
  "homo_ev": [-7.7, -7.7],
  "orbital_gap_ev": [7.132, 7.138],
  "fmax_ev_per_a": 3.90,
  "symbols": ["C", "C", "C", "N", "N", "N", "N", "N", "N", "N", "N", "S", "H", "H", "H", "H"],
  "positions_angstrom": [[0.08231, -0.26425, 0.93748], [-1.61713, 2.04860, -1.65160], [2.47681, -0.63144, 1.45996], [-0.94296, -1.25169, 1.11962], [-0.39501, -2.39481, 1.48383], [0.81663, -2.17610, 1.65009], [-0.60602, 1.30921, -1.12914], [-1.81601, 1.63020, -2.83939], [-0.20802, 0.45012, -2.05923], [-0.90710, 0.59106, -3.06351], [1.19873, -0.93626, 1.32013], [-0.20313, 1.37781, 0.55980], [3.10313, -1.40179, 1.96303], [-2.20314, 2.84520, -1.22832], [3.07593, -0.00171, 0.84714], [-1.85501, -1.19416, 0.63009]],
  "mulliken_charge": [-0.084, 0.014, -0.476, 0.139, -0.474, -0.299, 0.256, -0.354, -0.055, -0.380, 0.567, -0.080, 0.278, 0.416, 0.252, 0.279]
}

---

8.
{
  "formula": "C4H3N3O",
  "method": "ωB97M-V with the def2-TZVPD basis set",
  "de_lowest_kj_mol": 28.9,
  "homo_ev": -9.7,
  "orbital_gap_ev": 10.349,
  "fmax_ev_per_a": 3.44,
  "symbols": ["C", "C", "C", "C", "H", "H", "H", "N", "N", "N", "O"],
  "positions_angstrom": [[-0.34945, -0.26595, -0.85624], [0.09300, 0.43921, 1.15843], [0.67868, -0.09805, 0.06431], [2.05122, -0.36964, -0.01432], [-1.16953, -0.75749, -2.48424], [-1.94420, 0.88669, 1.51450], [0.41601, 0.77496, 2.09055], [-1.46557, 0.14622, -0.32525], [-1.21630, 0.57787, 0.90148], [3.20402, -0.56579, 0.04577], [-0.29790, -0.76804, -2.09498]],
  "mulliken_charge": [0.537, -0.543, 0.268, 0.210, 0.363, 0.197, 0.542, -0.872, 0.307, -0.524, -0.486]
}